{"formula": "C19H39Cl21O12S4", "method": "ωB97M-V/def2-TZVPD", "spin_multiplicity": 1, "homo_energy_ev": -10.580, "orbital_gap_ev": 10.73, "lumo_energy_ev": 0.1, "smiles": "CCOS(C)(=O)=O.CCOS(C)(=O)=O.CCOS(C)(=O)=O.CCOS(C)(=O)=O.ClC(Cl)Cl.ClC(Cl)Cl.ClC(Cl)Cl.ClC(Cl)Cl.ClC(Cl)Cl.ClC(Cl)Cl.ClC(Cl)Cl", "species": ["C", "C", "O", "S", "C", "O", "O", "H", "H", "H", "H", "H", "H", "H", "H", "C", "C", "O", "S", "C", "O", "O", "H", "H", "H", "H", "H", "H", "H", "H", "C", "C", "O", "S", "C", "O", "O", "H", "H", "H", "H", "H", "H", "H", "H", "C", "C", "O", "S", "C", "O", "O", "H", "H", "H", "H", "H", "H", "H", "H", "Cl", "C", "Cl", "Cl", "H", "Cl", "C", "Cl", "Cl", "H", "Cl", "C", "Cl", "Cl", "H", "Cl", "C", "Cl", "Cl", "H", "Cl", "C", "Cl", "Cl", "H", "Cl", "C", "Cl", "Cl", "H", "Cl", "C", "Cl", "Cl", "H"], "positions_angstrom": [[-6.388, -2.440, 1.667], [-6.321, -1.708, 0.306], [-6.992, -2.630, -0.669], [-7.454, -1.897, -1.955], [-8.803, -2.926, -2.398], [-8.021, -0.611, -1.568], [-6.405, -1.898, -2.982], [-7.422, -2.703, 1.722], [-6.100, -1.912, 2.554], [-5.862, -3.380, 1.632], [-6.939, -0.768, 0.205], [-5.255, -1.631, -0.064], [-8.478, -3.996, -2.408], [-9.122, -2.601, -3.408], [-9.577, -2.697, -1.700], [4.454, -3.475, 1.951], [4.644, -2.235, 2.806], [4.005, -1.131, 2.143], [3.285, 0.043, 2.789], [4.557, 1.239, 3.051], [2.378, 0.534, 1.870], [2.764, -0.275, 4.095], [4.828, -3.481, 0.900], [3.423, -3.730, 1.717], [4.909, -4.295, 2.491], [4.306, -2.343, 3.853], [5.700, -1.874, 2.808], [5.076, 0.864, 3.949], [4.003, 2.145, 3.318], [5.233, 1.276, 2.238], [8.090, -0.915, -2.438], [6.737, -1.135, -2.922], [6.079, -2.046, -2.000], [4.503, -2.168, -2.137], [3.851, -0.719, -1.364], [4.094, -2.142, -3.501], [4.133, -3.374, -1.401], [8.800, -0.208, -2.985], [8.651, -1.824, -2.304], [7.935, -0.511, -1.431], [6.182, -0.201, -3.068], [6.839, -1.704, -3.844], [4.348, -0.441, -0.454], [2.785, -1.006, -1.188], [3.807, 0.181, -1.932], [-0.829, 1.942, 1.561], [-1.327, 2.590, 0.189], [-0.378, 3.203, -0.674], [0.314, 2.239, -1.829], [-0.931, 2.106, -3.039], [1.343, 3.078, -2.342], [0.679, 0.914, -1.378], [0.139, 1.472, 1.436], [-1.536, 1.169, 1.792], [-0.748, 2.797, 2.304], [-1.917, 1.904, -0.374], [-2.045, 3.433, 0.342], [-0.576, 1.378, -3.670], [-1.119, 3.055, -3.442], [-1.701, 1.668, -2.454], [-2.773, -0.827, -5.579], [-2.908, -1.688, -4.059], [-1.478, -1.324, -3.017], [-3.023, -3.389, -4.267], [-3.835, -1.318, -3.678], [-1.470, -1.246, 0.352], [0.244, -1.623, 0.323], [0.676, -2.663, -1.066], [0.821, -2.422, 1.803], [0.817, -0.703, 0.118], [-5.783, 2.410, 2.067], [-4.268, 2.058, 2.866], [-4.442, 0.546, 3.828], [-3.678, 3.370, 3.881], [-3.524, 2.025, 2.156], [1.804, 6.527, 1.447], [1.857, 5.194, 2.602], [3.071, 5.493, 3.822], [2.122, 3.684, 1.670], [0.905, 5.215, 3.156], [4.813, 3.981, -3.053], [4.323, 3.862, -1.292], [4.145, 5.472, -0.636], [5.457, 2.975, -0.309], [3.390, 3.258, -1.266], [-5.638, 0.980, -4.550], [-6.097, 1.490, -2.902], [-6.683, 3.159, -2.864], [-4.706, 1.167, -1.893], [-6.800, 0.752, -2.578], [-1.228, -2.260, 4.698], [0.465, -2.071, 5.223], [1.417, -3.515, 5.042], [0.403, -1.533, 6.915], [0.981, -1.235, 4.679]], "forces_ev_per_a": [[-0.6, 0.0, -1.6], [0.8, -0.1, 0.1], [0.6, 0.1, 0.9], [0.5, 1.0, -1.8], [0.7, -0.7, -1.3], [0.4, -0.7, -0.5], [-1.5, -0.1, 1.6], [-0.9, -0.2, 0.6], [0.2, 0.7, 0.1], [0.5, -0.2, -0.2], [1.2, -0.9, 0.7], [-1.2, 0.4, 0.4], [-0.4, 1.0, 0.1], [0.3, -0.3, 0.5], [-0.5, -0.2, 0.5], [0.0, -0.3, -0.9], [1.3, 0.2, -0.2], [-0.3, -0.7, -1.0], [1.2, 0.4, 3.6], [-0.7, -0.8, 1.8], [-2.3, 1.3, -3.2], [0.4, -0.5, -0.1], [0.5, 0.6, 1.0], [-0.4, 0.2, 0.8], [0.1, -0.4, 0.0], [-0.2, 0.1, -0.6], [-0.4, -0.9, 0.3], [0.0, 0.3, -0.3], [0.5, 0.0, -0.4], [0.4, 0.4, -0.9], [2.2, 1.7, 1.7], [-0.5, -0.8, -1.9], [-0.3, 0.5, 0.3], [-0.9, -2.0, 0.5], [-1.3, -0.6, 0.7], [0.3, 0.4, -0.6], [0.8, 2.0, -0.3], [-1.5, -0.8, 0.3], [0.0, -0.6, -0.1], [0.6, 0.2, 0.1], [-0.1, -0.3, 0.1], [-0.7, 0.3, -0.4], [0.2, -0.5, 0.7], [0.9, 0.2, 0.1], [0.3, 0.3, -1.2], [0.1, 2.5, -1.4], [-0.9, 0.7, 1.5], [1.4, -1.6, -1.0], [0.7, 0.8, 0.7], [0.1, 0.2, 2.5], [0.7, 0.3, 0.0], [-0.7, 0.9, 0.3], [0.2, 0.0, 0.0], [-0.4, -0.2, 0.6], [-0.2, -1.4, -0.6], [-0.3, -1.0, -0.4], [0.5, -0.6, 0.5], [0.7, -1.5, -1.9], [-0.4, 1.1, -0.6], [-1.4, -0.2, 0.0], [0.3, 0.1, -0.6], [0.8, 0.7, 0.1], [-1.0, 0.0, -0.5], [-0.1, -0.9, -0.2], [-0.3, 0.1, 0.9], [0.0, -0.1, 0.3], [1.1, 0.0, -0.6], [-0.2, 0.0, 0.3], [-0.4, 0.3, -0.3], [-0.5, -0.3, 0.7], [-0.1, 0.2, -0.1], [-1.3, -0.1, 1.8], [0.4, 0.6, -0.6], [-0.3, 0.3, 0.4], [1.4, -1.0, -1.6], [-0.2, 0.3, 0.1], [-0.5, 0.2, -0.4], [0.5, -0.2, 0.2], [-0.2, 0.4, 0.9], [0.4, -0.5, -0.6], [-0.2, -0.3, 1.1], [-0.7, -0.3, -1.0], [-0.2, 0.0, -0.2], [0.7, -0.5, 0.0], [0.5, 1.0, -0.2], [-0.3, 0.4, -0.1], [0.5, -0.3, -1.0], [0.2, -0.6, 0.2], [0.6, 0.4, 0.8], [-0.9, 0.3, 0.2], [0.4, -0.1, -0.3], [0.0, 1.6, 0.0], [0.1, -0.3, -0.1], [0.3, -0.1, 0.1], [-0.7, -1.0, 0.3]]}

---

{"formula": "C19H39FGaO10S5", "method": "ωB97M-V/def2-TZVPD", "spin_multiplicity": 1, "homo_energy_ev": -4.502, "orbital_gap_ev": 6.13, "lumo_energy_ev": 1.6, "charge": -1, "species": ["C", "C", "O", "O", "C", "Ga", "F", "S", "H", "H", "H", "H", "H", "H", "H", "C", "C", "C", "S", "O", "O", "C", "H", "H", "H", "H", "H", "H", "H", "H", "C", "C", "C", "S", "O", "O", "C", "H", "H", "H", "H", "H", "H", "H", "H", "C", "C", "C", "S", "O", "O", "C", "H", "H", "H", "H", "H", "H", "H", "H", "C", "C", "C", "S", "O", "O", "C", "H", "H", "H", "H", "H", "H", "H", "H"], "positions_angstrom": [[-8.045, 1.868, 0.170], [-6.966, 3.068, 0.445], [-7.460, 4.337, 0.480], [-5.528, 2.927, 0.710], [-4.956, 1.711, 0.117], [-4.696, 1.764, -1.934], [-5.981, 0.620, -2.788], [-2.612, 0.788, -2.363], [-9.063, 2.123, 0.698], [-7.689, 0.835, 0.629], [-8.158, 1.760, -1.005], [-5.515, 0.716, 0.380], [-3.864, 1.599, 0.586], [-4.799, 3.215, -2.595], [-1.875, 1.108, -1.192], [0.703, -3.612, -0.550], [-0.621, -3.492, -1.303], [-1.590, -2.722, -0.408], [-0.585, -1.663, 0.622], [-0.718, -2.096, 1.997], [-0.779, -0.284, 0.220], [0.990, -2.223, 0.003], [1.511, -3.960, -1.200], [0.597, -4.329, 0.273], [-0.461, -2.938, -2.236], [-1.025, -4.474, -1.569], [-2.279, -2.109, -0.995], [-2.153, -3.394, 0.245], [1.728, -2.225, 0.807], [1.300, -1.539, -0.792], [-4.693, -0.911, 5.466], [-3.317, -1.208, 4.872], [-3.528, -2.100, 3.650], [-5.154, -1.709, 3.021], [-6.000, -2.873, 3.176], [-5.021, -1.010, 1.758], [-5.577, -0.530, 4.288], [-4.650, -0.111, 6.211], [-5.087, -1.810, 5.956], [-2.841, -0.269, 4.566], [-2.657, -1.688, 5.601], [-2.782, -1.904, 2.875], [-3.515, -3.159, 3.920], [-6.643, -0.590, 4.513], [-5.327, 0.467, 3.914], [6.272, -1.836, -1.701], [6.019, -0.672, -0.743], [4.758, -1.000, 0.055], [4.664, -2.783, 0.128], [3.494, -3.213, -0.610], [4.928, -3.219, 1.484], [6.107, -3.098, -0.868], [7.266, -1.780, -2.154], [5.530, -1.818, -2.508], [6.872, -0.570, -0.061], [5.912, 0.277, -1.279], [4.808, -0.597, 1.069], [3.859, -0.634, -0.448], [5.956, -3.994, -1.472], [6.956, -3.238, -0.192], [5.710, 5.045, -2.887], [4.720, 4.567, -3.949], [4.425, 3.094, -3.672], [4.654, 2.861, -1.915], [5.782, 1.977, -1.711], [3.366, 2.631, -1.293], [5.173, 4.529, -1.561], [5.808, 6.134, -2.885], [6.700, 4.615, -3.084], [3.794, 5.150, -3.873], [5.114, 4.707, -4.961], [3.400, 2.831, -3.942], [5.128, 2.440, -4.195], [5.920, 4.527, -0.766], [4.290, 5.094, -1.247]], "forces_ev_per_a": [[0.9, -0.5, 0.2], [-1.0, 6.1, 0.8], [3.0, -7.6, -0.1], [-4.8, -0.7, -1.1], [1.6, -2.0, 0.3], [-0.4, -0.3, 0.1], [0.8, 0.7, 0.6], [0.8, 0.2, 1.1], [2.2, -0.1, -1.3], [-0.5, 2.2, -1.2], [0.2, 0.2, 2.6], [0.9, 2.1, -0.1], [-2.4, 0.3, -0.8], [-0.1, -0.2, 0.0], [-1.2, -0.3, -1.4], [0.0, -0.3, -0.2], [0.0, -0.1, -0.2], [-0.6, -0.3, -0.4], [0.0, 0.6, -0.9], [0.0, 0.2, 0.2], [0.2, -0.6, 0.9], [0.4, -0.2, 0.0], [-0.3, 0.1, 0.2], [0.1, 0.1, 0.0], [-0.1, 0.0, 0.1], [0.0, 0.2, 0.0], [0.0, 0.1, 0.3], [0.1, 0.2, 0.0], [-0.3, 0.1, 0.0], [-0.1, 0.0, 0.1], [0.0, -0.1, 0.3], [0.3, 0.2, 0.1], [0.6, -0.2, 0.1], [0.2, 0.3, -0.5], [0.0, 0.2, -0.2], [-0.3, -0.8, 0.5], [-0.2, 0.4, 0.4], [0.0, -0.1, -0.1], [0.0, 0.1, 0.0], [-0.1, -0.1, 0.0], [-0.1, 0.1, -0.1], [-0.2, -0.1, 0.1], [-0.1, 0.1, -0.1], [0.1, 0.0, -0.2], [0.0, -0.2, -0.1], [0.0, 0.1, -0.1], [0.3, 0.1, -0.1], [0.0, 0.6, 0.0], [0.3, 0.1, 0.3], [0.7, -0.2, 0.3], [-0.4, -0.1, -0.4], [0.4, -0.2, -0.4], [-0.1, 0.0, 0.0], [0.1, -0.1, 0.1], [-0.1, -0.1, 0.0], [0.1, -0.8, 0.4], [-0.2, -0.2, -0.1], [0.0, -0.1, 0.1], [-0.1, 0.0, 0.2], [-0.2, 0.0, 0.0], [0.2, 0.1, -0.1], [-0.1, 0.3, -0.2], [-0.1, -0.1, -0.7], [-1.0, 0.4, 0.3], [-0.2, 0.7, -0.1], [0.9, -0.3, -0.1], [0.3, 0.5, 0.2], [0.0, -0.2, 0.0], [-0.1, 0.1, 0.1], [0.1, -0.1, 0.0], [-0.1, 0.0, 0.2], [0.2, -0.1, 0.2], [-0.1, 0.0, 0.2], [-0.2, -0.2, 0.0], [0.1, -0.2, 0.0]]}